Density functional theory data (the ωB97M-V functional and the def2-TZVPD basis) for a single C3H5FN2S molecule at a distorted geometry.

Relative energy (zero: lowest compared OMol25 entry of this formula, charge and spin) in kJ/mol: 170.59
Structure (SMILES): NN1C[C@@H](F)C1=S
Frontier orbital gap in eV: 9.3696
E_HOMO in Ha: -0.3259

Cartesian coordinates (Å):
N (0.97984, 2.05525, -0.18843)
N (0.08524, 1.02131, -0.05200)
C (-1.30730, 1.06761, 0.18838)
C (-1.16769, -0.44973, 0.44353)
F (-2.04791, -1.09270, -0.43268)
C (0.29149, -0.32126, 0.07134)
S (1.60302, -1.22678, 0.00628)
H (1.57096, 1.89468, -0.99639)
H (1.59630, 2.10623, 0.61185)
H (-1.48419, 1.89617, 0.86777)
H (-1.99549, 1.09415, -0.67817)
H (-1.25924, -0.84414, 1.45221)

Here are the Mulliken charges for atoms 1 to 5, given in e: -0.86, 0.44, -0.55, 0.27, -0.30